(1)
Below is C43H50N9TeY as an isolated structure, with properties calculated with ωB97M-V/def2-TZVPD.

Properties
- Charge: -2
- Energy above the lowest of the compared OMol25 structures with the same formula, charge and spin: 39.3 kcal per mole

Last column: Löwdin charge in e.
Positions of all 104 atoms, in Å:
Y1 0.3317 -0.0901 0.6285  1.348
C1 -4.1253 0.4461 -4.5384  -0.051
C2 -2.8055 0.0869 -3.9117  -0.286
C3 -1.7080 0.9419 -3.9915  -0.041
C4 -0.5454 0.6751 -3.2939  -0.038
C5 -0.4075 -0.4600 -2.4847  -0.288
N1 0.7243 -0.6966 -1.7018  -0.043
C6 1.8782 -0.9871 -2.3621  -0.223
C7 2.0009 -0.9885 -3.7707  -0.021
C8 3.1795 -1.2767 -4.4306  -0.070
C9 4.3292 -1.6303 -3.7415  -0.304
C10 5.6152 -1.9749 -4.4464  -0.075
C11 4.2176 -1.7081 -2.3618  0.001
C12 3.0529 -1.3922 -1.6752  -0.102
N2 3.1078 -1.5771 -0.2553  -0.081
C13 4.2424 -1.5167 0.4698  -0.109
C14 4.0053 -2.1207 1.6809  -0.115
C15 2.6602 -2.4894 1.6143  -0.206
N3 2.1039 -2.1538 0.4534  0.035
C16 -1.5033 -1.3362 -2.4505  -0.140
C17 -2.6766 -1.0581 -3.1447  -0.020
N4 -1.4412 -2.5681 -1.7335  -0.073
C18 -1.8309 -3.7655 -2.2301  -0.071
C19 -1.5431 -4.7119 -1.2783  -0.068
C20 -0.9631 -3.9798 -0.2289  -0.168
N5 -0.8996 -2.6892 -0.5112  0.077
H1 -3.9963 1.1946 -5.3208  0.069
H2 -4.7939 0.8619 -3.7801  0.081
H3 -4.6167 -0.4262 -4.9739  0.071
H4 -1.7841 1.8533 -4.5741  0.112
H5 0.2928 1.3599 -3.3377  0.108
H6 1.1402 -0.7346 -4.3717  0.094
H7 3.1973 -1.2251 -5.5154  0.101
H8 5.5914 -1.6285 -5.4809  0.064
H9 5.7931 -3.0548 -4.4632  0.068
H10 6.4744 -1.5088 -3.9595  0.070
H11 5.0700 -2.0587 -1.7925  0.109
H12 5.1129 -1.0060 0.0988  0.130
H13 4.6660 -2.1700 2.5283  0.097
H14 2.0667 -2.9816 2.3698  0.094
H15 -3.5220 -1.7303 -3.0405  0.118
H16 -2.2428 -3.8475 -3.2206  0.118
H17 -1.7083 -5.7735 -1.3389  0.083
H18 -0.5689 -4.3429 0.7069  0.094
C21 -0.6820 -2.2907 2.9551  -0.214
C22 -2.1102 -2.0057 2.4102  -0.203
N6 -2.2519 -0.7129 1.7423  -0.073
C23 -2.8944 0.3321 2.5632  -0.176
C24 -2.1903 1.6864 2.4865  -0.208
N7 -0.7471 1.5318 2.5167  -0.114
C25 -0.2133 1.2507 3.8384  -0.227
C26 -0.2096 -0.2377 4.1742  -0.189
N8 0.1445 -1.0934 3.0272  -0.138
H19 -0.7713 -2.7759 3.9376  0.113
H20 -0.1835 -3.0024 2.2936  0.069
H21 -2.3449 -2.7875 1.6874  0.089
H22 -2.8373 -2.1063 3.2237  0.108
H23 -2.8090 -0.8270 0.9029  0.071
H24 -3.9389 0.4673 2.2650  0.107
H25 -2.9071 -0.0097 3.5997  0.099
H26 -2.4619 2.1738 1.5577  0.063
H27 -2.5528 2.3051 3.3219  0.117
H28 -0.2542 2.3170 2.1042  0.094
H29 0.8102 1.6026 3.8724  0.021
H30 -0.7857 1.7758 4.6188  0.119
H31 0.4988 -0.4008 4.9917  0.124
H32 -1.1910 -0.5520 4.5346  0.097
H33 1.1351 -1.3066 3.1130  0.032
C27 2.8838 2.9727 3.4169  -0.442
Te1 3.1550 0.9454 2.7214  1.180
C28 4.4173 0.8354 5.1685  -0.383
H34 3.8649 3.4254 3.5493  -0.014
H35 2.3727 2.9843 4.3789  -0.023
H36 2.3172 3.5088 2.6523  -0.009
H37 3.8732 1.2911 6.0126  -0.115
H38 5.4332 1.2585 5.1321  -0.118
H39 4.4957 -0.2497 5.3478  -0.126
C29 1.9533 1.3466 0.8493  -0.634
C30 2.6091 2.1601 -0.1207  -0.445
C31 1.9219 2.5291 -1.3298  -0.118
C32 2.4917 3.2672 -2.3434  -0.153
C33 3.8006 3.7485 -2.2419  -0.175
C34 4.4868 3.4687 -1.0623  -0.155
C35 3.9240 2.7243 -0.0390  -0.123
H40 0.8841 2.2184 -1.4246  0.062
H41 1.9036 3.4902 -3.2314  0.079
H42 4.2503 4.3370 -3.0331  0.062
H43 5.4973 3.8491 -0.9307  0.079
H44 4.5109 2.5417 0.8523  0.033
C36 -2.6669 1.6413 -0.7580  -0.029
C37 -3.9421 1.4436 -0.2970  -0.364
C38 -4.7055 2.4599 0.3955  -0.090
C39 -5.9326 2.2125 0.9358  -0.081
C40 -6.5485 0.9391 0.8459  -0.301
C41 -5.8395 -0.0694 0.1515  -0.080
C42 -4.6109 0.1613 -0.3960  -0.098
C43 -7.8237 0.6956 1.3974  -0.270
N9 -8.8723 0.4953 1.8485  0.073
H45 -2.2047 2.6220 -0.7266  0.056
H46 -2.1934 0.8851 -1.3652  0.004
H47 -4.2725 3.4507 0.4839  0.100
H48 -6.4605 3.0075 1.4515  0.103
H49 -6.2914 -1.0514 0.0561  0.104
H50 -4.1060 -0.6403 -0.9238  0.082

***

(2)
Below is a 3-piece molecular cluster, C51H84N4O7 overall, with properties calculated with ωB97M-V/def2-TZVPD.

Properties
- 2S+1: 3

Last column: Mulliken spin population.
Positions of all 146 atoms, in Å:
C1 3.9332 1.4753 5.7427  0.000
C2 2.7562 0.4249 5.7319  0.000
C3 2.8713 -0.6339 6.8929  0.000
O1 2.8471 -0.3186 8.0583  0.000
O2 3.0114 -2.0181 6.6147  0.000
C4 1.7915 -2.7139 6.9634  0.000
C5 1.6512 -4.1201 6.2088  0.000
C6 0.5418 -3.9009 5.1078  0.000
C7 0.8307 -3.2210 3.8022  0.000
C8 2.2594 -2.6994 3.4202  0.000
C9 2.8797 -3.4001 2.1305  0.000
C10 2.2169 -4.7844 1.7513  0.000
O3 3.1847 -5.5125 0.9438  0.000
C11 2.7769 -5.4567 -0.4364  0.000
C12 -0.3219 -3.0514 2.8727  0.000
C13 -0.1928 -2.3118 1.4808  0.000
C14 -1.0279 -0.9452 1.6434  0.008
C15 -0.2326 0.3291 1.0961  -0.004
C16 -0.8696 1.6088 1.7996  0.011
C17 0.1737 2.5591 2.5014  0.001
C18 1.2909 3.1801 1.5530  0.000
C19 0.8615 3.4075 0.0443  0.000
C20 1.6019 2.3771 -0.9044  -0.006
C21 2.0421 3.0061 -2.3099  0.011
C22 3.1412 1.9916 -2.9013  -0.005
C23 4.5112 2.3848 -2.2310  -0.001
C24 5.6664 1.3716 -2.6750  0.000
N1 6.8936 1.7797 -1.9641  0.000
C25 7.1568 2.8497 -1.1131  0.000
C26 8.5097 2.8796 -0.5735  0.000
C27 9.1357 1.6678 -1.2181  0.000
C28 8.0973 1.0635 -2.0601  0.000
C29 -1.6943 -3.5324 3.1979  0.000
C30 -2.0051 -4.1982 4.4627  0.000
C31 -0.8268 -4.3338 5.3610  0.000
C32 -1.4783 -5.0182 6.5946  0.000
O4 -1.0512 -5.3003 7.6887  0.000
N2 -2.8930 -5.3054 6.3291  0.000
C33 -3.3336 -4.7540 5.0488  0.000
O5 -4.4446 -4.7269 4.5944  0.000
H1 3.9845 2.0783 6.6931  0.000
H2 4.9430 1.0150 5.5403  0.000
H3 3.7474 2.2244 4.9155  0.000
H4 1.7913 1.0079 5.7924  0.000
H5 2.7752 -0.1530 4.7599  0.000
H6 1.6903 -2.8250 8.0805  0.000
H7 0.9294 -2.0464 6.6479  0.000
H8 1.2083 -4.8196 6.9753  0.000
H9 2.6223 -4.4792 5.7864  0.000
H10 2.9439 -2.8908 4.2904  0.000
H11 2.2682 -1.5873 3.2081  0.000
H12 3.9857 -3.5703 2.2966  0.000
H13 2.8214 -2.7520 1.2029  0.000
H14 1.2929 -4.6011 1.1363  0.000
H15 2.0300 -5.4197 2.6564  0.000
H16 3.5069 -5.9593 -1.1234  0.000
H17 1.7765 -5.9589 -0.5735  0.000
H18 2.7048 -4.3762 -0.7459  0.000
H19 -0.7559 -2.9125 0.7035  0.000
H20 0.8688 -2.1364 1.1811  0.000
H21 -1.1532 -0.7737 2.7546  0.000
H22 -2.0655 -1.0269 1.2245  -0.001
H23 -0.4968 0.3876 -0.0032  0.000
H24 0.8725 0.2334 1.2558  0.000
H25 -1.6052 1.2979 2.6037  0.001
H26 -1.5035 2.1220 1.0177  0.000
H27 0.6713 2.0004 3.3543  -0.001
H28 -0.3980 3.3997 2.9865  0.000
H29 2.2343 2.5789 1.6787  0.000
H30 1.5289 4.2028 1.9816  0.000
H31 1.2404 4.4385 -0.2372  0.000
H32 -0.2445 3.4295 -0.1301  0.000
H33 2.5235 2.0064 -0.3622  0.000
H34 1.0048 1.4625 -1.1579  0.003
H35 1.1354 3.0808 -2.9692  -0.003
H36 2.5212 4.0119 -2.1559  0.000
H37 2.8332 0.9789 -2.4950  0.002
H38 3.1529 1.9751 -4.0199  0.001
H39 4.4941 2.3663 -1.1088  0.000
H40 4.8365 3.3929 -2.6263  0.000
H41 5.7457 1.4670 -3.7938  0.000
H42 5.3971 0.3138 -2.3992  0.000
H43 6.4178 3.6367 -0.8438  0.000
H44 8.9271 3.6233 0.1414  0.000
H45 10.1840 1.3047 -1.0781  0.000
H46 8.2580 0.1517 -2.6840  0.000
H47 -2.5263 -3.3799 2.4577  0.000
H48 -3.0802 -6.3045 6.1719  0.000
C34 -1.7046 2.1636 -7.1136  0.013
C35 -0.1966 1.8787 -6.9171  0.021
C36 0.4213 1.4289 -8.2528  0.018
C37 0.0404 0.0038 -8.6444  -0.015
C38 0.3475 -0.9706 -7.5114  0.017
C39 -0.2737 -0.5545 -6.1673  0.029
N3 -0.0050 0.8741 -5.8273  0.328
O6 1.2595 0.9594 -5.4193  0.601
C40 -1.7967 -0.8142 -6.1944  0.015
C41 0.2340 -1.5188 -5.0745  -0.012
C42 0.3898 3.2570 -6.5472  -0.011
H49 -2.2262 2.2095 -6.1544  -0.009
H50 -1.8608 3.1263 -7.6055  0.001
H51 -2.2067 1.4363 -7.7493  0.001
H52 1.5140 1.4914 -8.1964  0.003
H53 0.1187 2.1129 -9.0521  0.001
H54 -1.0168 -0.0508 -8.9197  0.000
H55 0.6001 -0.2891 -9.5369  0.002
H56 -0.0031 -1.9684 -7.7918  0.000
H57 1.4355 -1.0495 -7.4099  0.002
H58 -2.2800 -0.4083 -5.3021  -0.010
H59 -2.0057 -1.8865 -6.2157  0.000
H60 -2.2978 -0.4089 -7.0703  0.001
H61 1.3228 -1.5389 -5.0042  -0.001
H62 -0.0789 -2.5427 -5.2925  0.000
H63 -0.1707 -1.2511 -4.0950  0.002
H64 -0.0189 3.6162 -5.5988  0.001
H65 0.1465 3.9963 -7.3134  0.000
H66 1.4785 3.2448 -6.4697  0.000
C43 -7.3159 2.9271 0.6322  0.006
C44 -5.8100 2.6559 0.8613  0.032
C45 -5.1684 2.1692 -0.4502  0.020
C46 -5.5360 0.7311 -0.8051  -0.024
C47 -5.2428 -0.2071 0.3615  0.012
C48 -5.8878 0.2454 1.6824  0.039
N4 -5.6315 1.6856 1.9837  0.336
O7 -4.3749 1.7888 2.4086  0.565
C49 -7.4086 -0.0234 1.6388  0.003
C50 -5.3927 -0.6837 2.8117  -0.013
C51 -5.2360 4.0474 1.1985  -0.005
H67 -7.8529 2.9991 1.5809  -0.008
H68 -7.4686 3.8737 0.1089  0.001
H69 -7.8044 2.1784 0.0107  0.001
H70 -4.0766 2.2391 -0.3780  0.004
H71 -5.4612 2.8275 -1.2746  0.001
H72 -6.5882 0.6625 -1.0957  0.000
H73 -4.9601 0.4145 -1.6795  0.001
H74 -5.5839 -1.2149 0.1056  0.001
H75 -4.1555 -0.2769 0.4829  0.010
H76 -7.9081 0.4061 2.5106  -0.007
H77 -7.6118 -1.0970 1.6463  0.000
H78 -7.8978 0.3528 0.7431  0.001
H79 -4.3045 -0.6957 2.9000  0.006
H80 -5.6968 -1.7156 2.6198  0.000
H81 -5.8139 -0.3896 3.7759  0.001
H82 -5.6613 4.4329 2.1286  0.002
H83 -5.4702 4.7621 0.4063  0.000
H84 -4.1485 4.0429 1.2937  0.001

***

(3)
Below is an isolated ion of composition C16H19N2O5S2 and charge -1, with properties calculated with ωB97M-V/def2-TZVPD.

Properties
- Charge: -1
- SMILES string: COc1ccc([C@H](C2=[S@@](=O)([O-])CCCS2(=O)=O)n2cnc(C)c2)cc1

Last column: natural (NBO) charge in e.
Positions of all 44 atoms, in Å:
C1 -5.5661 1.6127 0.8445  -0.253
O1 -4.9196 0.5076 1.4997  -0.506
C2 -3.7096 0.1146 1.0201  0.293
C3 -2.9742 0.8639 0.0786  -0.313
C4 -1.6623 0.5027 -0.1989  -0.120
C5 -1.0820 -0.5525 0.5071  -0.052
C6 0.3274 -0.9874 0.3255  -0.066
C7 1.2970 0.0790 0.6873  -1.001
S1 2.9427 -0.4288 0.8619  2.191
O2 3.3924 -0.7055 2.2136  -0.980
O3 3.1458 -1.4359 -0.1651  -0.971
C8 3.7022 1.0932 0.2515  -0.657
C9 3.5990 2.2165 1.2589  -0.423
C10 2.3886 2.1804 2.1658  -0.659
S2 0.8769 1.6572 1.3185  2.173
O4 0.6932 2.5607 0.1877  -0.998
O5 -0.1348 1.6492 2.3681  -0.974
C11 -1.8650 -1.3659 1.2882  -0.171
C12 -3.1308 -1.0141 1.6383  -0.265
H1 -6.5608 1.6074 1.2770  0.189
H2 -5.0590 2.5595 1.0609  0.180
H3 -5.6179 1.4620 -0.2395  0.176
H4 -3.4179 1.7496 -0.4052  0.209
H5 -1.1246 1.0448 -0.9823  0.228
H6 0.5393 -1.7315 1.1004  0.204
H7 4.7361 0.7750 0.0639  0.224
H8 3.2107 1.3267 -0.7052  0.250
H9 4.4970 2.1823 1.8877  0.213
H10 3.6224 3.1760 0.7255  0.216
H11 2.5070 1.4868 3.0003  0.255
H12 2.1532 3.1737 2.5684  0.237
H13 -1.4075 -2.2945 1.6384  0.202
H14 -3.6910 -1.5699 2.3843  0.214
C13 1.1065 -2.1612 -4.5169  -0.628
C14 0.7612 -2.1851 -3.0802  0.088
C15 0.7410 -1.1083 -2.1854  -0.086
N1 0.4829 -1.6453 -0.9278  -0.331
C16 0.2471 -2.9958 -1.1126  0.179
N2 0.4412 -3.3200 -2.3761  -0.497
H15 1.3460 -1.1271 -4.7776  0.207
H16 1.9796 -2.7852 -4.7424  0.213
H17 0.2801 -2.4968 -5.1541  0.206
H18 0.9222 -0.0683 -2.3898  0.218
H19 -0.0158 -3.6022 -0.2630  0.188

***

(4)
Below is C4H4O2 as an isolated structure, with properties calculated with ωB97M-V/def2-TZVPD.

Properties
- Energy above the lowest of the compared OMol25 structures with the same formula, charge and spin: 93.0 kcal per mole

Last column: natural (NBO) charge in e.
Positions of all 10 atoms, in Å:
O1 -1.3282 0.2187 0.9078  -0.606
C1 -1.2371 0.2879 -0.3491  0.085
C2 0.4885 -0.4180 -1.0957  0.514
O2 0.3832 -0.8232 -2.1988  -0.456
C3 1.3444 -0.2322 -0.0415  -0.121
C4 1.2458 0.0116 1.2127  -0.327
H1 -0.0295 0.1603 1.3504  0.335
H2 -1.1271 1.2743 -0.8236  0.150
H3 -1.7622 -0.4590 -0.9463  0.173
H4 2.0223 -0.0204 1.9840  0.253

***

| no. | E_HOMO (eV) | LUMO level (eV) | Kohn-Sham gap (eV) |
| --- | --- | --- | --- |
| 1 | 0.15 | 3.9 | 3.8 |
| 2 | -7.84 | -0.5 | 7.3 |
| 3 | -4.10 | 2.8 | 6.9 |
| 4 | -9.43 | -0.6 | 8.8 |